# 1
Computed, not measured: 17 unconnected molecules or ions with the total composition C3H41NO17 at a distorted geometry, with the ωB97M-V functional and the def2-TZVPD basis.

Computed properties:
* HOMO energy: -10.090 eV
* LUMO: -0.261 eV
* orbital gap: 9.8 eV
* 2S+1: 1

Cartesian coordinates (Å):
1 H -3.62363 -0.12315 1.04735
2 H 1.71666 -0.20211 1.17071
3 H -2.92873 3.18828 0.56696
4 H -3.40309 3.40586 -1.68112
5 O 1.29609 0.95580 -3.90096
6 H -4.12631 -1.35773 -1.21965
7 C -3.01540 0.62193 -0.93401
8 H -2.90512 1.55940 -1.42237
9 O 2.47448 2.42867 -0.26248
10 H 0.51021 1.41279 -3.52067
11 O 2.78360 -3.13418 3.01259
12 H -1.52329 2.86793 -3.10274
13 H 2.66405 1.79139 -1.01179
14 H 3.59153 -2.54941 2.91976
15 H 2.76903 -4.87079 -2.18601
16 H -1.80108 1.31658 1.27776
17 H -0.15113 0.50494 3.82696
18 O -0.53432 -4.70566 2.42588
19 H -3.95788 2.90401 -3.01103
20 H -1.12173 0.41513 -1.62554
21 H -4.50651 1.43060 0.44461
22 H -4.98663 -0.01027 -1.85054
23 H -0.91938 3.40491 -0.41111
24 O -2.73348 1.69210 1.22256
25 C -3.95942 -0.38227 -1.68770
26 H 1.05217 0.02275 -3.82923
27 H 4.54539 -1.76992 1.26725
28 H 1.29392 0.32804 3.37620
29 H 4.01734 1.81681 -2.62275
30 O 3.47941 1.09479 -2.32171
31 H 0.50004 -1.64300 3.91175
32 H -0.47307 2.98568 -2.05741
33 C -3.57392 0.79217 0.46563
34 O 2.59633 -1.13061 -0.85296
35 N -1.69581 0.00857 -0.88162
36 O -3.12745 3.12854 -2.60094
37 O -0.53195 2.63344 -2.96576
38 H 2.13049 -4.16083 1.61297
39 H -0.30120 -2.66101 4.85334
40 H -1.39573 -4.42783 2.72068
41 O 0.67119 0.07173 4.07807
42 O 4.65669 -1.41351 2.14359
43 O 0.27746 -2.62961 4.08270
44 H -3.62678 -0.42524 -2.71168
45 H 2.98901 -0.47955 -1.47025
46 H -0.09050 4.62814 -0.25945
47 H -3.66621 4.53933 0.51826
48 H 4.18565 -0.57730 2.13754
49 H 0.77004 -4.54202 1.01562
50 H 2.02584 -1.62933 -1.46233
51 O 2.02702 0.53719 1.75022
52 H 2.75412 1.15124 -3.00024
53 H 2.08865 1.25621 1.07667
54 O 1.68535 -4.32926 0.78454
55 O -3.19743 3.93889 -0.05467
56 H 2.07991 -2.70643 3.52284
57 O 2.03658 -4.29697 -2.00102
58 O 0.01660 3.69489 -0.42749
59 H -1.70870 -1.00128 -1.13409
60 H 1.73346 2.99501 -0.52748
61 H 2.06239 -4.28526 -1.01419
62 H 0.10518 -4.07916 2.78999

Forces on the atoms, in the same order (eV/Å):
-0.5 -0.3 -0.3
0.5 0.4 0.6
-0.3 0.3 -0.6
0.6 0.2 -0.7
-0.4 -0.5 0.2
0.7 0.1 0.0
-1.2 -3.3 0.4
-0.3 0.4 -0.3
0.0 -0.6 -0.4
0.3 0.4 -0.2
0.8 0.1 0.0
1.9 -0.7 -0.2
-0.1 1.0 0.8
-1.3 -0.4 0.2
0.5 -0.4 -0.5
-1.6 0.4 -0.4
0.0 0.0 0.1
0.4 -0.6 -0.5
-0.3 -0.2 -0.6
-0.1 0.0 0.4
0.5 -1.4 -0.1
0.2 0.3 0.5
0.6 0.0 0.4
2.1 -0.4 0.5
-1.1 1.7 -0.4
0.3 0.1 -0.2
-0.2 -0.1 -0.7
0.2 0.2 -0.4
1.0 0.5 0.2
-0.8 -0.1 -1.0
-0.8 -1.4 0.7
1.0 -0.1 -0.6
0.1 2.2 0.2
-0.3 0.3 -0.9
1.2 -0.6 -0.5
-0.7 0.7 0.8
-2.5 0.7 0.4
0.5 0.5 0.7
0.3 0.2 -0.1
-0.2 0.3 0.2
-0.2 -0.1 0.2
0.5 0.1 0.6
0.3 1.5 -0.4
0.5 -0.7 -0.3
0.1 -0.2 0.6
0.2 0.7 0.0
-0.3 0.5 0.1
-0.3 0.3 -0.1
0.1 -0.1 -0.1
0.2 -0.4 0.6
-0.5 -0.7 -1.1
-0.1 -0.5 0.3
0.3 0.2 0.3
-0.5 -0.3 -1.0
0.6 -0.8 0.6
0.5 -0.2 0.0
-0.2 0.4 0.9
-1.3 -0.4 0.1
-0.2 1.0 0.6
0.2 -0.4 0.1
-0.4 0.2 -0.3
-0.4 0.2 0.5



# 2
Computed, not measured: 19 unconnected molecules or ions with the total composition C3H43O19 at a distorted geometry, with the ωB97M-V functional and the def2-TZVPD basis.

Computed properties:
* charge: -1
* HOMO energy: -5.501 eV
* LUMO: 1.885 eV
* orbital gap: 7.4 eV
* 2S+1: 1

Cartesian coordinates (Å):
1 O 3.38063 1.96214 1.44682
2 H -1.27137 2.51714 -3.43018
3 H -3.56337 0.43014 -0.25118
4 H 2.57563 1.54314 1.26582
5 H -2.50637 -2.30186 -0.18518
6 H -0.28937 1.45914 -0.76218
7 H -2.17137 0.00914 2.34182
8 H -3.16737 1.73814 0.46182
9 H 1.83963 -0.99586 3.47782
10 O -0.86037 -1.16486 -3.82318
11 H 0.50063 2.25914 1.74582
12 O 1.75063 -1.71886 2.87782
13 O 1.17163 3.46714 -1.50118
14 H -0.11037 -0.70586 5.20382
15 H 1.37963 2.90714 -0.80018
16 C -0.29537 1.53314 1.43882
17 O 2.28863 -2.14986 -1.67018
18 H -1.50237 2.60114 -0.92118
19 H -1.92637 -2.62786 1.19682
20 H 2.73463 -2.94086 -2.07118
21 O -0.77037 -2.84286 2.49582
22 H 1.44063 0.47914 -1.98618
23 O -2.41837 -0.52986 3.11182
24 O 3.16463 -0.95686 0.80282
25 H -1.49237 -0.56586 -0.12918
26 O 4.89163 1.90514 -0.88618
27 O -3.04537 0.66914 -2.17218
28 O -2.33037 2.98014 -0.96718
29 H -3.34437 -1.17686 -2.07618
30 H -0.23137 -0.65686 -3.39718
31 C 0.08963 0.90314 0.03882
32 H -2.22037 -2.04086 -2.58118
33 H 4.15163 1.93414 -0.26518
34 C -0.39737 -0.55986 -0.12618
35 H -2.40937 0.70714 -2.85618
36 H -0.26137 -1.18186 -0.99618
37 H 0.00363 -2.36686 2.73682
38 H 1.67163 -2.56686 -1.08318
39 O -2.94637 -2.03786 -2.02318
40 H 4.97963 0.95214 -1.00018
41 H -0.05637 2.26214 -2.68118
42 O -0.52637 1.92814 -3.46418
43 H 3.17763 2.24014 2.39382
44 H 0.81263 0.25614 4.68882
45 H -1.07337 2.21714 1.25582
46 O -0.11137 -0.01886 4.60682
47 H 2.01363 3.92014 -1.63818
48 H -1.43637 -0.55286 -4.29118
49 H 1.59163 -0.86086 -2.39318
50 H 0.47863 -2.79186 0.82482
51 O 1.58763 -0.03086 -2.79918
52 H -1.87437 -0.20686 3.84282
53 H -2.98137 1.49114 -1.75718
54 O -3.64937 0.95614 0.52882
55 O -2.74437 -2.67186 0.66082
56 H 2.24063 -1.51986 2.07582
57 O 0.69863 -3.53686 0.27682
58 H 0.06263 -1.06186 0.65382
59 H -1.35737 -2.45786 3.12582
60 H 2.54863 -0.21986 0.59582
61 H 0.11563 -4.27786 0.46082
62 O 1.47063 0.87814 -0.25618
63 H 3.14663 -1.37486 -0.02618
64 H -2.19837 3.70914 -1.59518
65 H -0.41937 0.85714 2.22882

Forces on the atoms, in the same order (eV/Å):
1.3 1.9 3.5
-0.8 0.4 -0.5
0.3 -0.3 -0.7
-2.5 -1.4 -1.7
-0.2 0.0 -0.8
-1.5 1.3 -1.2
-0.4 -0.3 0.2
1.2 1.8 -0.6
0.2 0.6 0.2
-2.8 -2.1 -1.6
-0.1 -0.7 -0.3
-1.1 -1.2 0.8
-0.5 2.2 -1.9
-0.5 -2.8 2.2
0.6 -2.6 2.2
2.4 1.1 -2.3
1.7 -1.8 -0.8
3.2 -1.5 0.5
-0.6 0.0 -0.3
-0.5 1.2 0.4
-0.3 -1.2 0.0
0.4 0.8 0.5
0.0 0.1 0.3
0.1 0.8 1.8
0.0 -0.2 1.0
0.0 -0.3 -0.1
-1.5 -2.1 -0.5
-2.7 2.2 -0.8
0.0 0.6 -0.1
2.8 2.2 1.4
2.4 -2.4 0.4
2.4 0.3 -1.9
0.1 0.3 0.2
-2.2 1.8 -0.5
1.4 -0.2 -1.1
1.0 0.7 -0.9
2.1 0.7 0.1
-1.0 -0.7 1.0
-2.3 -1.2 1.9
0.1 0.1 -0.2
0.9 -0.3 -0.3
-0.1 0.1 0.5
1.0 -0.2 -1.7
-0.3 0.5 -0.3
-1.7 0.4 0.3
1.0 2.4 -1.4
-0.2 0.0 -0.3
0.3 0.0 -0.1
0.5 -2.3 0.4
-0.6 -0.1 0.5
-0.9 2.4 -1.5
-0.1 0.2 -0.5
0.0 2.4 1.1
-1.7 -1.6 1.8
0.3 -0.4 0.9
1.0 0.4 -1.0
1.0 -0.6 -1.1
0.3 -1.1 1.9
-1.6 0.5 0.4
-0.4 0.5 -0.4
-0.2 0.4 0.3
0.0 0.8 1.4
0.1 -1.3 -2.0
-0.3 -0.1 0.4
-0.4 -1.0 0.9



Relative energy (zero: lowest compared OMol25 entry of this formula, charge and spin), respectively: 0.00; 34.82 kcal/mol.